(w)
Below is a 7-piece molecular cluster, C4H21NO6 overall, with properties calculated with wB97M-V/def2-TZVPD.

Structure (XYZ):
```
32
C4H21NO6 (wB97M-V/def2-TZVPD)
O -2.34 -2.61 -0.34
O -2.05 1.17 2.26
O -0.62 -0.89 1.00
O 1.10 -1.10 -3.40
O -1.55 -0.91 -2.30
O 0.07 -1.54 3.95
N -0.82 1.98 -0.39
C 2.48 -0.35 0.77
C 0.54 2.43 -0.69
C 1.39 1.16 -0.95
C 2.38 0.81 0.12
H -1.93 -3.38 0.08
H -1.07 1.24 -1.05
H -0.32 -1.25 3.11
H 0.30 -0.79 0.72
H -1.91 -1.95 0.25
H -2.28 -1.02 -2.92
H 2.07 -1.28 0.39
H 1.97 1.35 -1.86
H 2.94 1.64 0.55
H -2.74 1.64 2.73
H 0.67 3.13 -1.51
H 0.83 0.28 -1.28
H 0.17 -0.84 -3.29
H 1.00 2.82 0.23
H -1.33 1.14 2.90
H 1.11 -2.06 -3.34
H -1.45 2.74 -0.62
H -1.64 -1.62 -1.64
H 3.09 -0.40 1.66
H 1.02 -1.50 3.82
H -1.09 -0.04 1.05
```

Calculated values
* SMILES: C=CCCN.O.O.O.O.O.O
* frontier orbital gap: 9.9 eV
* molecular weight: 179.21 g/mol
* HOMO: -9.41 eV

=====

(x)
Below is a 6-piece molecular cluster, C4H21NO6 overall, with properties calculated with wB97M-V/def2-TZVPD.

Structure (XYZ):
```
32
C4H21NO6 (wB97M-V/def2-TZVPD)
O 15.44 -9.57 21.92
O 17.56 -9.68 17.31
O 14.12 -7.76 16.87
O 16.88 -7.11 18.13
O 15.66 -5.32 16.34
O 17.62 -5.48 20.47
N 14.80 -6.04 21.14
C 15.06 -8.48 21.08
C 13.40 -7.29 22.69
C 15.54 -10.75 21.12
C 14.77 -7.24 21.99
H 14.40 -5.21 21.54
H 15.58 -7.00 22.67
H 18.47 -9.74 17.01
H 13.24 -6.36 23.23
H 14.92 -8.26 17.00
H 18.49 -5.86 20.33
H 16.09 -10.45 20.23
H 16.09 -11.50 21.67
H 15.40 -5.16 15.44
H 16.72 -6.31 17.62
H 14.87 -5.15 16.85
H 16.97 -6.80 19.03
H 14.16 -7.07 17.53
H 15.72 -5.69 20.93
H 13.49 -8.14 23.37
H 12.59 -7.35 21.96
H 14.15 -8.67 20.52
H 15.89 -8.31 20.39
H 14.58 -11.12 20.75
H 17.79 -4.70 21.00
H 17.49 -8.80 17.68
```

Calculated values
* SMILES: COC[C@H](C)N.O.O.O.O.O
* frontier orbital gap: 9.1 eV
* molecular weight: 179.21 g/mol
* HOMO: -9.01 eV

=====

Least stable: (x)

=====

(w)
Below is a 3-piece molecular cluster, C3H12NOS2 overall, with properties calculated with wB97M-V/def2-TZVPD.

Structure (XYZ):
```
19
C3H12NOS2 (wB97M-V/def2-TZVPD)
S 0.41 -0.08 -0.69
S 0.32 -4.63 -0.51
O 1.69 2.84 -1.34
N -2.04 1.50 0.13
C 0.15 0.61 0.89
C -0.91 2.57 2.14
C -0.83 1.88 0.80
H 1.56 1.93 -1.11
H -0.26 -0.11 1.63
H 0.06 2.98 2.46
H -2.57 2.27 -0.26
H 0.45 -3.29 -0.39
H -0.18 2.52 0.15
H -1.40 2.14 3.03
H -0.42 -4.52 0.66
H 1.06 1.00 1.34
H -1.84 0.84 -0.62
H -1.51 3.49 1.93
H 2.62 3.05 -1.20
```

Calculated values
* total charge: +1
* frontier orbital gap: 2.9 eV
* molecular weight: 142.27 g/mol
* HOMO: -12.42 eV

=====

(x)
Below is a 2-piece molecular cluster, C3H12NOS2 overall, with properties calculated with wB97M-V/def2-TZVPD.

Structure (XYZ):
```
19
C3H12NOS2 (wB97M-V/def2-TZVPD)
S -0.38 1.42 0.10
S 0.46 1.85 -1.67
O -1.98 -4.06 2.41
N -0.39 -2.52 0.83
C 0.15 -1.46 -0.12
C 2.02 2.72 -1.52
C 0.43 -0.11 0.62
H 0.22 -3.34 0.82
H -1.30 -2.91 0.61
H 1.03 -1.84 -0.65
H -2.86 -3.82 2.09
H -0.69 -1.23 -0.75
H 2.67 2.63 -2.42
H -2.14 -4.35 3.32
H -0.46 -2.02 1.72
H 1.50 0.01 0.82
H -0.11 -0.22 1.59
H 1.87 3.79 -1.74
H 2.65 2.57 -0.64
```

Calculated values
* total charge: +1
* frontier orbital gap: 8.5 eV
* molecular weight: 142.27 g/mol
* HOMO: -12.00 eV

=====

Least stable: (w)

=====

(w)
Below is a 6-piece molecular cluster, C14H32F6N6O8S2 overall, with properties calculated with wB97M-V/def2-TZVPD.

Structure (XYZ):
```
68
C14H32F6N6O8S2 (wB97M-V/def2-TZVPD)
S -1.63 1.79 3.13
S -1.81 -0.75 3.24
F 0.19 3.43 2.02
F -1.38 2.97 0.63
F -1.77 4.31 2.28
F -0.60 -3.08 3.62
F 0.76 -1.48 3.06
F -0.54 -2.34 1.57
O -0.81 2.06 4.29
O -4.73 -1.88 -0.41
O -3.06 2.00 3.36
O -1.80 -0.58 4.67
O 2.78 1.44 0.60
O 1.56 -1.82 -1.03
O -1.32 0.96 -2.17
O -3.01 -1.32 2.68
N -2.72 -1.26 -1.19
N -1.36 0.87 -4.40
N 0.22 0.35 0.02
N 3.09 -3.34 -0.37
N 3.49 1.99 2.69
N -1.25 0.54 2.28
C -0.41 -0.24 -4.47
C -2.56 2.69 -3.26
C 3.37 -2.73 0.93
C -3.90 -1.00 -0.56
C -1.67 1.47 -3.25
C 2.40 1.32 3.42
C 2.20 -2.85 -1.23
C -1.12 3.22 1.92
C -2.26 -2.57 -1.60
C -0.44 -2.02 2.86
C -4.20 0.45 -0.16
C 2.08 -3.56 -2.56
C 3.55 2.05 1.35
C 4.57 2.98 0.73
H -0.31 0.65 -0.82
H -1.17 -2.55 -1.52
H 2.61 -3.14 1.59
H 4.84 3.75 1.45
H 2.20 2.06 4.19
H 4.15 2.53 3.21
H -0.47 0.36 0.82
H 3.18 -1.66 0.87
H -1.74 1.20 -5.27
H 0.57 0.03 -4.07
H 1.86 -2.88 -3.38
H 5.47 2.44 0.43
H -3.82 0.63 0.85
H 2.75 0.44 3.95
H 1.52 1.16 2.82
H -5.27 0.51 -0.27
H -0.31 -0.60 -5.49
H -3.58 2.51 -2.91
H 2.97 -4.13 -2.85
H -2.50 3.15 -4.25
H 0.68 -0.55 -0.16
H 4.38 -2.88 1.29
H 4.25 3.47 -0.19
H -2.68 -2.82 -2.58
H -2.57 -3.35 -0.90
H -3.69 1.08 -0.89
H -2.10 -0.49 -1.44
H 3.64 -4.14 -0.62
H 1.30 -4.31 -2.49
H -2.19 3.44 -2.56
H 0.94 1.01 0.33
H -0.80 -1.04 -3.84
```

Calculated values
* frontier orbital gap: 8.9 eV
* molecular weight: 590.57 g/mol
* HOMO: -8.73 eV

=====

(x)
Below is a 6-piece molecular cluster, C14H32F6N6O8S2 overall, with properties calculated with wB97M-V/def2-TZVPD.

Structure (XYZ):
```
68
C14H32F6N6O8S2 (wB97M-V/def2-TZVPD)
S -1.54 1.15 3.32
S 0.63 -0.28 3.61
F 1.87 2.06 3.54
F -3.05 1.05 1.19
F 3.02 0.40 4.32
F -1.64 2.68 1.11
F -3.38 2.80 2.43
F 2.69 0.57 2.19
O -0.77 -1.76 -2.50
O 0.29 -0.20 4.98
O -2.55 0.35 3.95
O -1.02 2.23 4.13
O 0.32 2.01 -1.91
O 1.01 -1.57 3.10
O -2.66 -1.65 -0.02
O 2.30 -1.61 -0.94
N -0.09 -0.19 -0.21
N 1.70 3.48 -0.90
N -0.45 -0.24 -4.11
N -4.21 -2.32 1.45
N 3.77 -1.96 0.74
N -0.44 0.36 2.50
C 2.14 0.77 3.39
C -1.24 -1.05 -3.36
C -2.97 -2.32 0.95
C -2.45 2.00 1.94
C 3.20 -1.19 -0.21
C -2.74 -0.88 -3.53
C 1.18 3.79 -3.26
C -5.24 -1.49 0.88
C 0.96 -0.43 -4.30
C 1.06 2.98 -1.99
C 1.48 3.13 0.49
C 3.33 -3.35 0.99
C -1.93 -3.12 1.72
C 3.72 0.20 -0.45
H -2.99 -1.01 -4.58
H 1.96 3.39 -3.90
H -6.23 -1.79 1.24
H -4.34 -2.70 2.37
H 3.91 -3.99 0.33
H 2.26 -3.46 0.89
H 4.32 -1.54 1.47
H 2.51 4.06 -1.05
H -0.81 0.60 -4.52
H 1.54 -0.41 -3.37
H 2.99 0.96 -0.20
H -1.85 -2.86 2.78
H -0.87 -0.77 -0.56
H 1.36 4.84 -3.07
H 1.21 -1.34 -4.85
H 3.99 0.27 -1.51
H 0.23 3.64 -3.78
H -3.24 -1.71 -3.04
H 4.66 0.47 0.05
H -0.16 0.64 -0.83
H -2.96 0.08 -3.06
H 0.87 3.89 1.00
H 0.79 -0.69 -0.39
H 2.39 3.08 1.08
H 0.89 2.23 0.65
H -0.96 -2.89 1.29
H -5.12 -0.43 1.10
H -5.23 -1.65 -0.20
H -2.16 -4.17 1.54
H -0.24 0.00 0.80
H 1.36 0.40 -4.89
H 3.64 -3.57 2.01
```

Calculated values
* frontier orbital gap: 9.6 eV
* molecular weight: 590.57 g/mol
* HOMO: -9.44 eV

=====

Least stable: (w)

=====

(w)
Below is a 5-piece molecular cluster, CH12NO4 overall, with properties calculated with wB97M-V/def2-TZVPD.

Structure (XYZ):
```
18
CH12NO4 (wB97M-V/def2-TZVPD)
O -3.13 0.57 2.76
O -0.99 2.78 -3.15
O -1.26 -1.45 1.37
O 2.66 1.03 -1.67
N 1.62 -2.20 0.92
C 1.79 -1.40 -0.05
H -4.07 0.40 2.82
H 1.12 -1.87 1.75
H 2.44 1.98 -1.68
H -3.10 1.51 2.59
H -1.77 2.46 -3.59
H 1.23 -0.46 0.06
H -1.92 -2.04 1.71
H 2.10 -1.75 -1.03
H 1.99 -3.14 0.93
H 3.17 1.13 -2.49
H -1.42 -0.61 1.85
H -0.36 2.71 -3.86
```

Calculated values
* total charge: +1
* frontier orbital gap: 9.0 eV
* molecular weight: 102.11 g/mol
* HOMO: -13.93 eV

=====

(x)
Below is a 5-piece molecular cluster, CH12NO4 overall, with properties calculated with wB97M-V/def2-TZVPD.

Structure (XYZ):
```
18
CH12NO4 (wB97M-V/def2-TZVPD)
O -1.66 3.08 1.67
O 2.14 2.93 0.14
O -0.06 0.57 0.94
O 1.07 -3.82 -1.79
N -0.35 -1.92 -0.25
C -1.36 -1.55 -0.96
H -0.72 1.26 1.12
H 0.68 0.97 1.41
H -0.21 -1.46 0.65
H -1.20 -1.40 -2.02
H 0.47 -2.15 -0.82
H 1.52 -4.57 -1.39
H 0.51 -4.16 -2.49
H -1.91 3.91 1.25
H 2.56 3.56 -0.46
H 1.36 3.43 0.44
H -2.35 -1.48 -0.55
H -2.05 3.20 2.55
```

Calculated values
* total charge: +1
* frontier orbital gap: 9.0 eV
* molecular weight: 102.11 g/mol
* HOMO: -14.11 eV

=====

Least stable: (w)

=====

(w)
Below is one molecule with the formula C2H8N4, with properties calculated with wB97M-V/def2-TZVPD.

Structure (XYZ):
```
14
C2H8N4 (wB97M-V/def2-TZVPD)
N 0.29 -0.85 -0.45
N -0.86 -0.05 -0.20
N 1.03 1.19 1.65
N 1.53 0.92 0.37
C -1.96 -0.77 -1.02
C 1.42 -0.36 -0.14
H 0.02 1.05 1.62
H -2.92 -0.12 -1.04
H 1.43 0.44 2.28
H 2.40 1.39 0.29
H -0.66 0.86 -0.62
H 2.33 -1.02 -0.19
H -2.18 -1.71 -0.48
H -1.89 -0.96 -2.10
```

Calculated values
* SMILES: CN/N=C\NN
* frontier orbital gap: 9.9 eV
* molecular weight: 88.11 g/mol
* HOMO: -8.85 eV

=====

(x)
Below is C2H8N4 as an isolated structure, with properties calculated with wB97M-V/def2-TZVPD.

Structure (XYZ):
```
14
C2H8N4 (wB97M-V/def2-TZVPD)
N -0.62 0.63 1.16
N -0.89 -0.18 2.28
N -0.74 0.79 -0.94
N -0.02 1.21 -2.09
C -0.13 0.10 0.03
C 0.90 -0.97 -0.13
H 0.96 -1.59 0.76
H -1.27 1.36 0.10
H 1.89 -0.52 -0.27
H 0.92 0.84 -2.14
H -0.24 0.05 3.03
H -0.58 1.04 -2.91
H -0.85 -1.17 2.09
H 0.69 -1.60 -0.99
```

Calculated values
* frontier orbital gap: 8.8 eV
* molecular weight: 88.11 g/mol
* HOMO: -7.95 eV

=====

Least stable: (x)

=====

(w)
Below is a 2-piece molecular cluster, C6H16NO overall, with properties calculated with wB97M-V/def2-TZVPD.

Structure (XYZ):
```
24
C6H16NO (wB97M-V/def2-TZVPD)
O -0.25 -0.27 3.26
N -1.60 -1.45 0.71
C 1.62 1.48 -0.19
C 0.67 0.87 -0.99
C -0.73 0.60 -0.55
C -0.83 -0.98 -0.57
C 2.94 2.00 -0.87
C -1.41 -1.74 -1.79
H -1.04 1.06 0.47
H -2.39 -1.67 -2.31
H 0.27 -1.37 -0.60
H 0.99 0.67 -1.92
H -1.39 0.99 -1.29
H 0.23 -0.60 4.17
H 1.29 1.81 0.84
H -0.97 -1.35 -2.68
H -0.76 0.41 3.78
H -1.09 -1.31 1.61
H -2.35 -0.78 1.06
H 3.26 2.97 -0.37
H -1.21 -2.83 -1.75
H -1.73 -2.52 0.58
H 2.89 2.13 -1.97
H 3.74 1.32 -0.88
```

Calculated values
* total charge: +1
* frontier orbital gap: 9.1 eV
* molecular weight: 118.20 g/mol
* HOMO: -12.36 eV

=====

(x)
Below is a 2-piece molecular cluster, C6H16NO overall, with properties calculated with wB97M-V/def2-TZVPD.

Structure (XYZ):
```
24
C6H16NO (wB97M-V/def2-TZVPD)
O -3.41 1.75 -0.48
N -0.52 1.80 -1.17
C 0.29 -2.15 1.04
C -0.06 1.39 0.21
C 1.24 -2.05 1.94
C 1.24 0.60 0.23
C 1.30 -0.56 -0.73
C 0.46 -1.83 -0.43
H 1.14 -2.41 2.95
H 0.83 -2.75 -0.88
H -3.87 1.79 0.36
H -0.87 0.78 0.60
H -3.89 1.08 -0.97
H -0.26 1.05 -1.82
H 2.07 1.29 0.04
H -0.71 -2.38 1.42
H 1.42 0.39 1.28
H 1.02 -0.31 -1.76
H 0.06 2.53 -1.50
H 0.01 2.26 0.84
H -0.53 -1.71 -0.89
H 2.21 -1.67 1.65
H 2.34 -0.89 -0.88
H -1.51 2.01 -1.05
```

Calculated values
* total charge: +1
* frontier orbital gap: 9.6 eV
* molecular weight: 118.20 g/mol
* HOMO: -12.79 eV

=====

Least stable: (w)